Record 1
The following is a quantum chemistry calculation of one molecule with the formula C3H4BrNS, from the Open Molecules 2025 dataset.

## Properties
ΔE to the lowest compared entry with this formula, charge and spin, kJ/mol: 333.89
Calculated total energy, hartree: -3143.5248
HOMO (spin up / spin down), hartree: -0.35319 / -0.27768
LUMO energy (spin up / spin down), eV: -0.45 / -0.70
Spin multiplicity: 1

The geometry in XYZ format:
```
10
Properties=species:S:1:pos:R:3:forces:R:3
C -1.049 -0.991 0.413 -2.189 1.439 0.015
C -0.828 0.026 -0.751 -0.897 1.683 2.725
C 1.521 0.865 0.448 1.402 -0.645 0.486
N -0.497 -2.075 0.589 0.262 -0.014 -0.168
S 0.034 1.445 0.100 -1.202 0.107 -1.112
Br 2.603 -0.189 -0.620 0.110 -0.271 -0.504
H -1.854 -0.615 1.164 1.211 -0.641 -0.860
H -0.311 -0.407 -1.543 1.009 -0.434 -1.380
H -1.682 0.684 -1.071 0.130 -1.596 0.155
H 2.063 1.256 1.271 0.166 0.372 0.642
```
Forces are in eV/Å.

Record 2
The following is a quantum chemistry calculation of an isolated ion of composition C3H4BrO3S and charge -1, from the Open Molecules 2025 dataset.

## Properties
ΔE to the lowest compared entry with this formula, charge and spin, kJ/mol: 100.66
Calculated total energy, hartree: -3314.6662
HOMO, hartree: -0.18776
SMILES: O=S(=O)([O-])[C@@H]1C[C@H]1Br
LUMO energy, eV: 3.03
Total charge: -1
Spin multiplicity: 1

The geometry in XYZ format:
```
12
Properties=species:S:1:pos:R:3:forces:R:3
O 2.787 -0.114 -0.212 -1.796 0.839 -0.304
S 1.492 0.634 -0.263 2.852 -2.563 -0.112
O 0.965 0.849 -1.604 0.065 0.056 0.138
O 1.484 1.781 0.587 -0.125 1.499 0.837
C 0.282 -0.471 0.488 -2.777 1.067 -0.370
C -0.769 -0.980 -0.507 1.285 3.473 -0.654
C -1.070 0.295 0.291 1.473 -1.549 -0.957
Br -2.422 0.273 1.606 -0.443 -0.213 0.615
H 0.258 -0.860 1.525 0.946 -0.093 -0.996
H -0.701 -0.947 -1.612 0.608 0.356 0.977
H -1.335 -1.746 -0.208 -2.011 -3.062 1.356
H -0.970 1.286 -0.091 -0.077 0.189 -0.530
```
Forces are in eV/Å.

Record 3
The following is a quantum chemistry calculation of C3H4CeO2 as an isolated structure, from the Open Molecules 2025 dataset.

## Properties
ΔE to the lowest compared entry with this formula, charge and spin, kJ/mol: 172.74
Calculated total energy, hartree: -741.8963
HOMO (spin up / spin down), hartree: -0.44809 / -0.44854
LUMO energy (spin up / spin down), eV: -5.59 / -5.56
Total charge: +1
Spin multiplicity: 2

The geometry in XYZ format:
```
10
Properties=species:S:1:pos:R:3:forces:R:3
C 0.242 -1.900 0.401 -0.708 1.815 1.778
C 1.583 -1.773 0.326 0.192 1.058 1.091
O 0.050 1.583 -0.995 -0.073 -1.101 0.738
C -0.540 2.684 -0.959 0.921 0.914 -0.946
O -1.808 2.404 -0.368 -1.621 -0.668 0.621
H -0.077 -2.780 0.983 -0.380 -0.747 -1.528
H 2.271 -2.620 0.197 -0.174 0.312 0.468
H -2.463 3.088 -0.534 0.163 0.460 0.106
Ce -1.278 0.101 0.253 1.719 -1.058 -0.519
H 2.021 -0.787 0.696 -0.040 -0.985 -1.810
```
Forces are in eV/Å.

Record 4
The following is a quantum chemistry calculation of one molecule with the formula C3H4Cl2, from the Open Molecules 2025 dataset.

## Properties
ΔE to the lowest compared entry with this formula, charge and spin, kJ/mol: 125.98
Calculated total energy, hartree: -1037.0238
HOMO, hartree: -0.36851
SMILES: Cl[C@@H]1C[C@@H]1Cl
LUMO energy, eV: 0.84
Spin multiplicity: 1

The geometry in XYZ format:
```
9
Properties=species:S:1:pos:R:3:forces:R:3
Cl 1.942 -1.015 -0.162 -0.271 -0.223 1.100
C 0.278 -0.644 0.383 1.331 0.295 -2.655
C -0.427 -0.087 -0.809 -1.247 0.549 -1.137
C -0.128 0.801 0.388 0.413 -2.405 0.111
Cl 0.988 1.953 0.967 0.574 1.041 -0.668
H -0.299 -1.350 0.908 0.233 -0.970 0.970
H -1.497 -0.459 -0.890 1.305 1.094 -0.109
H 0.097 0.046 -1.776 -0.283 -0.294 0.939
H -0.954 0.754 0.992 -2.054 0.912 1.448
```
Forces are in eV/Å.

Record 5
The following is a quantum chemistry calculation of a 2-piece molecular cluster, C3H4Cl2IN5OPS overall, from the Open Molecules 2025 dataset.

## Properties
Calculated total energy, hartree: -2422.9442
HOMO, hartree: -0.46809
LUMO energy, eV: -5.60
Total charge: +1
Spin multiplicity: 1

The geometry in XYZ format:
```
18
Properties=species:S:1:pos:R:3:forces:R:3
O -2.162 -3.178 -0.514 0.849 1.887 -0.071
P -0.859 -2.381 -1.235 0.502 -2.110 -0.871
I -1.748 -0.971 -3.078 0.102 -0.287 1.193
C -0.121 -1.100 -0.034 -1.429 1.410 0.933
N 1.217 -0.943 0.441 -4.959 1.752 0.063
N 1.111 0.137 1.234 0.273 -0.060 -0.200
N -0.098 0.622 1.265 -0.573 -0.512 -0.358
N -0.960 -0.104 0.513 4.487 -2.022 -0.794
N -2.316 0.143 0.370 -0.955 -0.709 2.924
C -2.866 -0.187 1.506 -0.997 -0.609 1.455
S -3.524 -0.618 2.914 1.643 1.263 -3.939
H -1.934 -4.091 -0.271 0.217 0.277 -0.247
H -0.452 1.450 1.765 0.789 -0.282 -0.044
C 2.988 2.118 -0.912 0.162 -0.069 -0.059
Cl 2.666 2.303 -2.637 -0.033 -0.113 -0.019
Cl 2.694 3.624 -0.037 -0.062 -0.055 0.153
H 2.336 1.348 -0.515 0.071 0.121 -0.085
H 4.027 1.828 -0.777 -0.085 0.116 -0.033
```
Forces are in eV/Å.

Record 6
The following is a quantum chemistry calculation of one molecule with the formula C3H4Cl2O2S, from the Open Molecules 2025 dataset.

## Properties
ΔE to the lowest compared entry with this formula, charge and spin, kJ/mol: 0.00
Calculated total energy, hartree: -1585.7360
HOMO, hartree: -0.35262
SMILES: O=C(O)C(Cl)(Cl)CS
LUMO energy, eV: 0.27
Spin multiplicity: 1

The geometry in XYZ format:
```
12
Properties=species:S:1:pos:R:3:forces:R:3
O 1.514 -1.265 1.053 0.635 2.005 -2.404
C 1.510 -0.504 0.087 -1.512 -1.614 0.905
O 2.535 -0.443 -0.805 -0.897 2.863 -1.187
C 0.070 0.247 -0.205 1.338 0.454 -1.824
Cl 0.223 1.987 -0.020 1.062 0.989 0.429
Cl -0.427 0.071 -1.894 0.181 -0.770 -0.885
C -0.999 -0.184 0.712 0.833 -1.124 1.319
S -2.518 0.728 0.804 -0.147 0.171 -0.208
H 2.509 0.377 -1.504 -0.488 -2.833 2.634
H -1.249 -1.229 0.662 0.229 -0.477 -0.518
H -0.327 -0.140 1.557 -0.970 0.184 1.592
H -2.841 0.355 -0.448 -0.263 0.151 0.146
```
Forces are in eV/Å.

Record 7
The following is a quantum chemistry calculation of a 2-piece molecular cluster, C3H4Cl2S overall, from the Open Molecules 2025 dataset.

## Properties
ΔE to the lowest compared entry with this formula, charge and spin, kJ/mol: 146.29
Calculated total energy, hartree: -1435.2030
HOMO, hartree: -0.35366
SMILES: S=C(Cl)Cl.C=C
LUMO energy, eV: -0.94
Spin multiplicity: 1

The geometry in XYZ format:
```
10
Properties=species:S:1:pos:R:3:forces:R:3
S 4.654 -1.605 1.091 -0.279 0.575 0.057
C 4.107 -0.094 1.006 0.700 -0.891 0.922
Cl 4.026 0.971 2.392 -0.077 -0.203 -0.385
Cl 3.603 0.644 -0.417 0.425 0.534 -0.854
C 0.676 0.442 0.390 -2.805 -1.487 0.439
C 0.461 0.037 -0.865 -2.446 -0.661 0.376
H -0.094 0.262 1.228 1.161 0.268 -1.591
H 1.570 0.859 0.718 1.046 0.855 0.411
H 1.141 0.195 -1.694 0.078 -0.079 0.169
H -0.564 -0.474 -1.128 2.197 1.089 0.456
```
Forces are in eV/Å.

Record 8
The following is a quantum chemistry calculation of C3H4Cl3CrO5Si as an isolated structure, from the Open Molecules 2025 dataset.

## Properties
ΔE to the lowest compared entry with this formula, charge and spin, kJ/mol: 0.00
Calculated total energy, hartree: -3207.7831
HOMO (spin up / spin down), hartree: -0.20777 / -0.21717
LUMO energy (spin up / spin down), eV: 2.74 / 2.64
Total charge: -1
Spin multiplicity: 5

The geometry in XYZ format:
```
17
Properties=species:S:1:pos:R:3:forces:R:3
Cr 0.202 0.624 0.055 0.078 -0.303 -0.252
O 0.483 1.382 3.915 0.027 -0.003 0.018
C 0.609 1.216 2.727 -0.120 0.015 0.028
O -0.349 0.831 1.913 -0.015 -0.005 0.066
C 1.978 1.447 1.990 0.073 -0.028 -0.047
O 2.950 1.826 2.598 -0.011 0.004 0.014
O 1.931 1.180 0.711 -0.032 0.151 0.049
C -1.836 -1.669 -0.496 -0.050 0.044 -0.011
O -1.711 -0.317 -0.033 -0.012 0.100 0.111
H -2.855 -2.022 -0.335 0.003 -0.001 0.007
H -1.127 -2.326 0.010 0.006 0.003 0.008
H -1.622 -1.657 -1.561 -0.001 -0.004 0.002
H -1.911 -0.255 0.917 0.059 -0.034 -0.078
Cl 2.138 1.268 -3.448 0.016 -0.022 -0.032
Si 0.722 0.113 -2.416 -0.016 0.081 0.089
Cl -0.963 0.233 -3.722 -0.015 0.002 0.011
Cl 1.362 -1.873 -2.824 0.008 0.001 0.015
```
Forces are in eV/Å.

Record 9
The following is a quantum chemistry calculation of one molecule with the formula C3H4Cl3OP, from the Open Molecules 2025 dataset.

## Properties
ΔE to the lowest compared entry with this formula, charge and spin, kJ/mol: 29.01
Calculated total energy, hartree: -1913.9015
HOMO, hartree: -0.33864
SMILES: C/C(=C/Cl)OP(Cl)Cl
LUMO energy, eV: 0.47
Spin multiplicity: 1

The geometry in XYZ format:
```
12
Properties=species:S:1:pos:R:3:forces:R:3
C -0.638 0.234 1.183 1.491 -3.514 -0.915
C -1.197 -0.928 0.336 -1.779 1.434 -0.258
C -0.498 -2.016 0.220 0.368 -2.079 -0.244
Cl -0.957 -3.435 -0.708 0.150 0.695 0.313
O -2.449 -0.761 -0.359 1.238 2.125 1.578
P -3.136 0.861 -0.187 1.462 -2.066 0.814
Cl -4.308 0.616 1.548 0.247 -0.051 -0.622
Cl -4.371 0.534 -1.656 -1.364 -0.065 -1.100
H -0.014 0.748 0.466 0.226 0.824 0.384
H -0.033 -0.248 2.025 -0.893 1.116 -1.069
H -1.482 0.743 1.482 -1.123 1.685 1.373
H 0.398 -2.133 0.816 -0.024 -0.104 -0.254
```
Forces are in eV/Å.

Record 10
The following is a quantum chemistry calculation of one molecule with the formula C3H4ClF, from the Open Molecules 2025 dataset.

## Properties
ΔE to the lowest compared entry with this formula, charge and spin, kJ/mol: 169.45
Calculated total energy, hartree: -676.6769
HOMO, hartree: -0.37295
SMILES: FC1(Cl)CC1
LUMO energy, eV: 0.92
Spin multiplicity: 1

The geometry in XYZ format:
```
9
Properties=species:S:1:pos:R:3:forces:R:3
F -0.764 1.940 0.016 1.366 -2.837 -0.978
C -0.583 0.472 -0.145 0.001 0.972 3.653
Cl -2.158 -0.160 -0.013 -1.219 -0.514 -0.618
C 0.374 -0.285 0.841 -0.369 0.147 -2.589
C 0.519 -0.307 -0.754 -5.202 -2.963 1.489
H -0.036 -1.235 1.332 0.908 1.946 -0.458
H 1.239 0.348 1.128 -0.862 -0.898 0.771
H 0.226 -1.131 -1.450 0.611 0.847 0.812
H 1.185 0.359 -0.956 4.766 3.300 -2.082
```
Forces are in eV/Å.